Here is a molecular structure, C4H8CeLiO3 from the OMol25 dataset. Energies are from wB97M-V/def2-TZVPD.

Structure (XYZ):
```
17
Properties=species:S:1:pos:R:3:forces:R:3
C 0.480331 0.139988 0.556261 -1.181 -0.931 -0.273
C 0.106907 -0.533540 -0.786343 0.615 0.774 -0.263
C -1.344410 -0.769250 -0.908574 -0.567 -0.145 -0.681
C -2.052267 -1.766031 -0.180275 -0.490 -0.353 0.353
O -3.280819 -1.939509 -0.280914 0.877 0.413 -0.054
O 1.823505 0.423553 0.638960 4.448 -0.046 -1.076
Ce 4.204159 0.255262 0.002668 -3.766 0.363 1.216
Li -4.668435 -0.880852 -0.976301 -0.319 -0.126 0.022
H 0.180634 -0.540392 1.375770 0.245 0.419 0.079
H -0.137006 1.053260 0.662411 0.521 -0.019 0.203
H 0.672525 -1.469268 -0.898285 -0.140 0.000 0.115
H 0.422509 0.156206 -1.589590 -0.089 -0.352 0.192
H -1.900579 -0.248281 -1.695677 0.175 -0.091 0.364
H -1.474260 -2.408327 0.508515 -0.224 0.040 -0.146
O -4.517540 0.860602 -1.672501 0.849 0.002 0.096
H -5.085909 1.272281 -2.331655 -0.141 0.174 -0.095
H -3.681485 1.365621 -1.668159 -0.814 -0.122 -0.051
```
Positions in Å, forces in eV/Å.

Calculated values
Charge: +3
Strongest force on any atom, Eh/bohr: 0.0890
Gap between HOMO and LUMO (alpha / beta), eV: 4.43 / 6.78
E_HOMO (alpha / beta), eV: -18.84 / -19.69
Total energy, eV: -23522.50201
2S+1: 3